{"formula": "C41H78N4O11", "method": "the ωB97M-V functional and the def2-TZVPD basis", "energy_ha": -2655.462423, "de_lowest_kcal_mol": 0.00, "total_charge": 0, "gap_ev": 8.6, "lumo_energy_ev": 0.097, "fmax_ev_per_a": 2.09, "smiles": "[H]/N=C(\\C)Cc1c(N)c(CCOC(C)=O)c(N=C(C)C)c2c1C(=O)N(OC[C@H](C)O)C2=O.CCOCC.CCOCC.CCOCC.CCOCC.CCOCC", "species": ["O", "O", "O", "O", "O", "O", "O", "O", "O", "O", "O", "N", "N", "N", "N", "C", "C", "C", "C", "C", "C", "C", "C", "C", "C", "C", "C", "C", "C", "C", "C", "C", "C", "C", "C", "C", "C", "C", "C", "C", "C", "C", "C", "C", "C", "C", "C", "C", "C", "C", "C", "C", "C", "C", "C", "C", "H", "H", "H", "H", "H", "H", "H", "H", "H", "H", "H", "H", "H", "H", "H", "H", "H", "H", "H", "H", "H", "H", "H", "H", "H", "H", "H", "H", "H", "H", "H", "H", "H", "H", "H", "H", "H", "H", "H", "H", "H", "H", "H", "H", "H", "H", "H", "H", "H", "H", "H", "H", "H", "H", "H", "H", "H", "H", "H", "H", "H", "H", "H", "H", "H", "H", "H", "H", "H", "H", "H", "H", "H", "H", "H", "H", "H", "H"], "coordinates": [[3.5113, 0.3908, -7.7714], [2.9941, 1.3828, -0.7178], [3.7265, -2.9301, -0.8101], [-4.2789, 5.3033, -2.9495], [-2.8666, 8.5720, 1.8856], [5.2302, -7.1852, 7.1717], [-4.7559, -0.9681, -1.4992], [0.2914, 1.1516, -3.7521], [1.8546, -1.2985, -2.1960], [-6.5219, -2.1994, -2.0474], [2.0905, -7.2849, 1.7530], [-2.1764, -0.5562, -2.5430], [2.2411, 2.2336, 2.0413], [-1.1233, -1.0957, 2.2879], [2.0598, 0.0991, -2.5090], [-2.7751, 9.9787, 2.0159], [0.4877, -0.2055, 0.7614], [5.3110, -8.2156, 8.1387], [6.4155, -5.4650, 8.4668], [1.4720, -0.0708, 1.9040], [-2.7103, 7.8244, 3.0768], [-0.0822, 0.0250, -1.5703], [4.1165, -8.2677, 9.0765], [-2.6630, 0.6960, -4.5446], [2.1229, 0.6791, -1.1285], [0.8314, 0.1347, -0.5038], [2.6280, -9.3545, 0.5418], [-3.3159, 6.3394, -2.8566], [2.7127, -7.8388, 0.6089], [3.7080, 1.5435, -6.9703], [-2.5721, 0.5527, -3.0457], [-5.6281, 5.7147, -3.0659], [1.5321, 1.2114, -8.9751], [0.6659, 0.5175, -2.8033], [-3.0473, -1.4808, 0.1991], [-1.3387, -0.4550, -1.4039], [-1.4262, 10.4584, 2.5250], [3.0392, -3.3282, -1.9891], [2.9998, 1.4788, -5.6283], [-3.4895, 7.2268, -1.6361], [4.0842, -7.2723, 3.1926], [-3.7673, 8.1213, 4.1273], [2.1732, 0.1166, -8.1385], [-3.0212, 1.7592, -2.2605], [1.7337, -4.0173, -1.5740], [-6.1080, -1.1668, -1.5708], [5.1826, -5.8620, 7.6724], [0.3206, 1.7237, 3.4359], [-0.7963, -0.7179, 0.9338], [-1.6919, -0.8550, -0.1081], [2.6322, -7.6753, 3.0026], [-5.9113, 6.5324, -4.3146], [1.4134, 1.3578, 2.4256], [-7.0850, -0.0949, -1.1222], [-4.2882, -0.6766, -0.1747], [2.8016, -2.1146, -2.8809], [4.4044, -7.4767, 4.2157], [4.7842, 1.6106, -6.8057], [1.9914, -4.7130, -0.7687], [-5.4214, 7.5069, -4.2774], [3.2244, -9.8262, 1.3247], [-3.5877, 10.3593, 2.6448], [-3.0993, -2.4730, -0.2584], [0.8040, 2.1864, 4.2971], [1.5967, -9.6867, 0.6691], [3.6588, -4.0761, -2.4841], [-2.7856, 6.7769, 2.7818], [-0.6180, 10.0322, 1.9290], [2.0356, 3.1211, 2.5003], [-1.7035, 7.9626, 3.4867], [7.3218, -5.6726, 7.8965], [-3.7004, 0.7148, -4.8918], [6.2469, -8.1387, 8.7032], [4.0820, -7.3972, 9.7341], [-2.3476, 5.8407, -2.7986], [-5.5465, 6.0148, -5.2029], [4.7456, -7.8233, 2.5212], [-5.9426, 6.2552, -2.1661], [-7.3758, 0.4636, -2.0134], [1.9165, 1.5130, -5.7427], [2.9990, -9.7127, -0.4191], [-0.3586, 2.4705, 3.0202], [1.3838, 2.1250, -8.3967], [4.1677, -9.1566, 9.7061], [2.1639, 1.4613, -9.8287], [-6.5991, 0.5841, -0.4198], [-3.6656, 9.1318, 4.5269], [3.0919, -2.5145, -0.2190], [3.2443, 0.5527, -5.1075], [-4.7673, 8.0360, 3.6998], [-1.3672, 11.5460, 2.4740], [-6.9830, 6.7040, -4.4202], [6.4843, -6.0162, 9.4064], [-3.3055, 6.9356, -3.7757], [3.1847, -8.2886, 8.5096], [-2.3465, 2.0445, -1.4526], [3.4202, 2.4468, -7.5209], [-4.1688, 0.3932, 0.0121], [-3.1435, 2.6407, -2.8922], [-4.4006, 7.8247, -1.6994], [2.5040, -8.7529, 3.1550], [2.0223, -7.1797, 3.7586], [-1.2730, -2.0949, 2.3514], [-3.5550, 6.6256, -0.7286], [5.1006, -5.2166, 6.7971], [1.2747, -0.7522, 2.7264], [-5.0801, -0.9962, 0.5148], [2.2080, -0.8043, -8.7222], [4.2717, -5.7073, 8.2618], [0.5564, 0.8876, -9.3396], [2.1893, -7.4162, -0.2500], [-6.2168, 4.7968, -3.1003], [6.3848, -4.4019, 8.7073], [-2.6481, 7.9135, -1.5425], [-1.9524, -0.6031, 2.5917], [3.7525, -7.5007, 0.5376], [3.7576, -1.6064, -2.9982], [-0.2477, 0.8408, 3.7264], [1.5683, -0.0981, -7.2499], [2.3757, -2.4475, -3.8329], [1.3089, -4.6410, -2.3623], [-3.6785, 7.4248, 4.9617], [-4.0205, 1.5442, -1.8808], [-1.2595, 10.1653, 3.5630], [-2.0497, -0.0349, -5.0588], [5.3625, -9.1479, 7.5754], [4.2187, -6.2095, 2.9857], [3.2932, 2.3220, -5.0018], [0.9925, -3.3356, -1.1525], [-2.9410, 10.3804, 1.0156], [-7.9783, -0.5480, -0.7068], [-3.1199, -1.6525, 1.2698], [-2.2604, 1.6896, -4.7549], [2.4782, -0.1983, 1.5012]], "lowdin_charge": [-0.161, 0.172, -0.031, -0.176, -0.170, -0.170, -0.041, 0.158, -0.138, 0.118, -0.165, 0.177, 0.149, 0.076, 0.080, -0.282, -0.108, -0.282, -0.080, -0.075, -0.283, -0.030, -0.081, -0.027, -0.274, -0.031, -0.080, -0.278, -0.288, -0.279, -0.366, -0.284, -0.083, -0.261, -0.077, -0.166, -0.080, -0.394, -0.084, -0.078, -0.073, -0.081, -0.285, 0.000, -0.032, -0.507, -0.283, -0.040, -0.188, -0.074, -0.281, -0.080, -0.400, 0.018, -0.177, -0.125, 0.069, 0.116, 0.075, 0.067, 0.066, 0.108, 0.144, 0.077, 0.082, 0.146, 0.116, 0.083, 0.056, 0.108, 0.083, 0.087, 0.108, 0.066, 0.117, 0.082, 0.067, 0.108, 0.094, 0.051, 0.076, 0.078, 0.065, 0.076, 0.081, 0.074, 0.066, 0.080, 0.070, 0.082, 0.076, 0.076, 0.066, 0.108, 0.081, 0.093, 0.106, 0.121, 0.072, 0.068, 0.107, 0.116, 0.098, 0.080, 0.117, 0.111, 0.127, 0.116, 0.107, 0.074, 0.110, 0.115, 0.076, 0.078, 0.087, 0.109, 0.133, 0.051, 0.106, 0.133, 0.085, 0.076, 0.074, 0.066, 0.079, 0.117, 0.083, 0.083, 0.077, 0.117, 0.090, 0.096, 0.079, 0.117]}